P) 6
Properties=species:S:1:pos:R:3 method="wB97M-V/def2-TZVPD" gap_ha=0.2901 total_charge=0 e_homo_ha=-0.3473
C -1.609 0.190 0.088
C 1.217 -0.057 -0.070
N -2.086 1.168 0.468
S 2.383 -0.974 -0.334
S -0.835 -1.131 -0.515
H 0.930 0.803 0.363

***

Q) 6
Properties=species:S:1:pos:R:3 method="wB97M-V/def2-TZVPD" gap_ha="0.2122 / 0.2093" total_charge=0 e_homo_ha="-0.3273 / -0.3258"
C -2.811 0.445 0.033
C -1.515 0.169 0.065
N -3.909 0.817 -0.052
S -1.212 -2.309 0.021
S -0.053 1.082 0.067
H 0.736 0.209 -0.528

***

The calculated energies rank the structures as follows, beginning with the most stable: P), Q).

***

P) 52
Properties=species:S:1:pos:R:3 method="wB97M-V/def2-TZVPD" gap_ha="0.0866 / 0.3927" multiplicity=2 total_charge=0 e_homo_ha="-0.0909 / -0.3998" s2=0.751
O -1.224 3.322 2.262
H -0.450 1.954 0.148
H -1.114 3.354 3.231
O -2.034 -2.400 1.527
H -2.858 0.707 3.097
H 2.249 4.099 1.830
O 1.360 -1.469 -0.229
H 2.186 -1.436 -0.743
H 1.460 -2.395 0.054
O -0.018 -3.980 -3.312
H 0.016 -4.764 -2.738
H -1.307 -1.474 -4.317
O 3.207 -3.131 -2.124
H 1.063 0.872 -2.653
O -1.088 3.276 -0.484
H -1.308 4.093 -0.036
H 2.789 2.913 -0.933
O -0.884 -1.207 4.023
H -1.581 2.743 -1.110
H -1.369 -1.334 3.186
O 1.807 0.418 -3.064
H 3.944 -3.103 -1.499
H 1.679 -0.517 -2.876
O -4.690 1.496 -1.256
H 2.907 3.540 3.009
H -5.560 1.114 -1.422
O 3.283 2.197 -1.327
H -1.299 -3.303 -1.604
H 2.870 1.480 -1.826
O 2.152 1.237 1.841
H 1.375 1.367 1.190
H -0.821 0.665 0.947
O -2.496 0.830 2.207
H 3.007 1.343 1.398
H -3.028 1.602 1.962
O 1.156 -0.942 2.251
H 0.971 -0.741 1.289
H 0.406 -0.736 2.869
O -0.055 1.154 0.603
H -1.073 -2.058 4.442
H -2.923 -2.275 1.174
O -1.120 -0.672 -3.819
H -1.745 -0.787 -3.091
H -1.962 -3.363 1.536
O 3.141 3.887 2.140
H 0.930 -4.017 -3.523
H -0.293 3.054 2.136
O -2.160 -3.718 -1.468
H -2.139 -4.519 -1.997
H 1.783 0.061 2.319
H 3.339 -2.330 -2.649
H -4.806 1.749 -0.331

***

Q) 52
Properties=species:S:1:pos:R:3 method="wB97M-V/def2-TZVPD" gap_ha="0.1058 / 0.3786" multiplicity=2 total_charge=0 e_homo_ha="-0.1025 / -0.3850" s2=0.751
O 2.120 3.007 -3.819
H 0.037 3.505 1.827
H 1.593 2.778 -3.029
O -2.158 -0.258 4.487
H 1.216 -1.584 -2.750
H -2.981 -4.160 2.346
O 2.612 0.881 2.504
H 3.528 0.537 2.494
H -0.070 -4.425 -3.301
O 0.916 1.195 4.395
H 1.667 0.687 3.532
H -1.418 -0.468 -3.059
O 0.198 -3.516 -3.115
H -1.579 3.177 -2.185
O -2.496 0.188 -1.724
H -3.337 0.569 -2.066
H 2.958 3.657 -0.829
O -0.520 -2.198 0.665
H -2.378 -0.764 -1.816
H 3.732 -0.848 -3.475
O -1.441 2.778 -1.356
H 1.952 2.189 -4.340
H -0.775 3.110 -0.790
O 1.470 -1.418 -1.842
H -1.702 -3.373 2.525
H 1.605 -0.499 -1.784
O 2.135 3.473 -0.323
H 0.767 0.534 -0.766
H 1.374 4.016 -0.504
O 2.364 -1.355 4.038
H -5.345 -0.624 -1.683
H 0.334 2.044 1.589
O 2.856 -0.621 -3.838
H 2.085 -2.232 3.685
H 2.990 -0.682 -4.785
O -4.769 -0.885 -0.992
H -3.818 -0.930 -1.007
H 0.341 -2.471 0.455
O 0.558 2.751 2.097
H -0.483 -1.781 1.528
H -2.586 -1.137 4.515
O -1.809 -0.733 -3.898
H 2.161 1.350 1.812
H -2.798 0.441 4.231
O -2.524 -3.570 2.907
H 0.659 2.009 3.836
H 0.066 0.632 4.214
O 0.374 0.287 0.105
H -0.611 0.306 0.030
H 1.165 -3.584 -3.105
H 3.033 -1.844 4.544
H -2.650 -0.321 -3.922

***

R) 52
Properties=species:S:1:pos:R:3 method="wB97M-V/def2-TZVPD" gap_ha="0.0912 / 0.3852" multiplicity=2 total_charge=0 e_homo_ha="-0.0907 / -0.3905" s2=0.751
O -1.239 1.378 -0.859
H -0.793 -4.187 -0.010
H 0.432 -4.843 0.637
O 0.153 -3.996 0.181
H 3.847 4.131 -0.868
H 3.964 1.416 1.812
O -1.909 -1.006 0.093
H -2.123 -0.153 0.470
H -2.698 -1.450 -0.205
O -3.581 1.357 0.881
H -3.540 1.510 1.837
H 1.007 -0.924 1.195
O 3.734 -2.202 0.422
H 0.635 4.965 0.337
O -1.942 -1.295 4.383
H -1.932 -2.088 4.920
H 0.025 3.623 -3.274
O 2.585 -1.755 -2.586
H -0.730 -4.429 -1.851
H -1.015 2.680 2.012
O 0.332 -1.668 1.338
H -2.123 1.628 -1.109
H -3.989 -2.345 3.111
O 3.015 4.039 -0.416
H 4.753 0.867 0.687
H 2.387 3.399 -0.752
O 0.696 3.319 -2.659
H 1.822 -1.309 -2.228
H 1.057 3.899 -1.999
O -0.851 0.444 -3.713
H 1.745 0.352 -0.882
H 4.605 -2.271 0.797
O -1.685 2.239 2.532
H -0.531 0.723 -4.568
H -1.646 1.271 2.476
O 0.988 -0.237 -0.769
H -0.818 2.158 -0.501
H 0.172 0.082 -1.325
O -3.565 -2.586 2.284
H 2.683 -2.364 -3.301
H -2.149 -1.487 3.472
O 0.587 4.126 0.804
H 3.531 -1.351 0.033
H 0.792 -2.639 1.068
O 3.798 0.881 0.987
H -3.903 -2.018 1.582
H -3.529 2.181 0.408
O -1.427 -3.971 -2.381
H -1.076 -3.080 -2.396
H -0.322 -1.576 0.638
H -1.801 0.345 -3.733
H 1.574 4.215 0.988

***

The calculated energies rank the structures as follows, beginning with the most stable: P), R), Q).

***

P) 10
Properties=species:S:1:pos:R:3 method="wB97M-V/def2-TZVPD" gap_ha=0.3195 total_charge=0 e_homo_ha=-0.2943
C 0.183 0.304 -0.002
N -1.040 -0.624 -0.018
N 1.480 -0.215 -0.078
C -0.378 1.504 0.133
H 1.740 -0.804 0.704
H 1.669 -0.701 -0.947
H -1.298 -1.030 -0.916
H -1.088 -1.312 0.732
H 0.286 2.359 0.255
H -1.553 0.518 0.138

***

Q) 10
Properties=species:S:1:pos:R:3 method="wB97M-V/def2-TZVPD" gap_ha=0.3686 smiles="[H]/N=C(/C)N" total_charge=0 e_homo_ha=-0.3344
C 1.393 -0.180 -0.024
C -0.060 0.097 0.050
H 1.759 0.103 0.967
H 1.799 -1.177 -0.255
H 1.801 0.678 -0.705
H -0.502 -1.916 0.158
H -1.893 -0.753 -0.073
H -1.516 1.302 0.036
N -0.884 -0.986 -0.037
N -0.465 1.309 -0.003

***

R) 10
Properties=species:S:1:pos:R:3 method="wB97M-V/def2-TZVPD" gap_ha=0.3533 smiles=NN1CC1 total_charge=0 e_homo_ha=-0.3094
C 0.951 -0.531 0.253
C -0.541 -0.609 0.616
N 0.037 -0.417 -0.855
N -0.186 0.801 -1.409
H 1.350 0.404 0.366
H 1.682 -1.387 0.332
H -0.819 -1.601 0.958
H -0.814 0.283 1.259
H -1.202 0.872 -1.608
H 0.008 1.668 -0.839

***

S) 10
Properties=species:S:1:pos:R:3 method="wB97M-V/def2-TZVPD" gap_ha=0.3553 total_charge=0 e_homo_ha=-0.3149
C -0.836 0.654 1.435
C 0.792 -0.641 -1.521
H -1.101 -0.189 2.510
H -1.852 0.669 0.639
H -0.415 1.834 2.009
H 0.739 -0.755 0.861
H 1.797 -1.116 -1.153
H 0.535 -0.713 -2.589
N 0.206 0.084 0.556
N -0.126 -0.056 -0.807

***

The calculated energies rank the structures as follows, beginning with the most stable: Q), R), P), S).

***

P) 10
Properties=species:S:1:pos:R:3 method="wB97M-V/def2-TZVPD" gap_ha=0.3727 smiles="C=NNC" total_charge=0 e_homo_ha=-0.3285
C -1.515 -0.241 0.072
C 1.874 -0.048 0.040
H -2.435 0.272 -0.366
H -1.618 -0.255 1.129
H -1.439 -1.247 -0.423
H -0.106 1.328 -0.020
H 2.072 0.895 0.520
H 2.714 -0.676 -0.122
N -0.295 0.433 -0.480
N 0.747 -0.460 -0.351

***

Q) 10
Properties=species:S:1:pos:R:3 method="wB97M-V/def2-TZVPD" gap_ha=0.3684 smiles="[H]/N=C(/C)N" total_charge=0 e_homo_ha=-0.3345
C 1.217 -0.167 0.007
C -0.278 -0.291 -0.046
H 1.749 -0.631 -0.814
H 1.652 0.822 0.141
H 1.546 -0.698 0.847
H -0.372 1.819 -0.287
H -1.922 1.074 0.234
H -1.867 -1.391 -0.088
N -0.895 0.949 0.008
N -0.829 -1.486 -0.001

***

The calculated energies rank the structures as follows, beginning with the most stable: Q), P).

***

P) 10
Properties=species:S:1:pos:R:3 method="wB97M-V/def2-TZVPD" gap_ha=0.4166 smiles="C=N.C=N" total_charge=0 e_homo_ha=-0.3741
C 1.892 0.281 1.187
N 1.107 0.677 2.090
H 2.743 -0.406 1.249
H 1.730 0.586 0.148
H 1.178 0.047 2.893
C -2.035 -0.442 -1.614
N -0.823 -0.101 -1.708
H -2.392 -1.172 -2.342
H -2.792 -0.016 -0.958
H -0.606 0.546 -0.945

***

Q) 10
Properties=species:S:1:pos:R:3 method="wB97M-V/def2-TZVPD" gap_ha="0.4080 / 0.3149" total_charge=0 e_homo_ha="-0.3749 / -0.2900"
C 0.031 -0.112 0.357
C -1.306 0.066 -0.358
N 1.100 -0.305 -0.599
N 1.157 0.742 0.108
H -0.081 -0.462 1.412
H -1.832 -0.735 0.006
H -1.256 0.109 -1.508
H -1.796 0.898 0.055
H 2.823 -1.901 0.767
H 1.161 1.701 -0.241

***

R) 10
Properties=species:S:1:pos:R:3 method="wB97M-V/def2-TZVPD" gap_ha=0.3834 total_charge=0 e_homo_ha=-0.3515
C 0.402 -0.698 0.179
N 1.266 0.553 -0.825
C -0.619 0.185 0.718
N -1.881 0.074 0.762
H 1.135 1.550 -0.663
H 0.858 0.372 -1.741
H -2.240 -0.786 0.346
H 1.245 -0.864 0.848
H 0.032 -1.600 -0.310
H -0.200 1.215 0.686

***

S) 10
Properties=species:S:1:pos:R:3 method="wB97M-V/def2-TZVPD" gap_ha=0.3423 total_charge=0 e_homo_ha=-0.3029
C -1.688 -0.229 -0.032
C 1.841 -0.015 -0.044
H -2.484 0.300 -0.969
H -2.282 0.040 1.189
H -1.411 -1.583 -0.223
H -0.513 1.492 -0.007
H 2.094 1.081 -0.095
H 2.550 -0.882 0.159
N -0.439 0.469 0.041
N 0.600 -0.324 0.016

***

The calculated energies rank the structures as follows, beginning with the most stable: P), R), S), Q).

***

P) 21
Properties=species:S:1:pos:R:3 method="wB97M-V/def2-TZVPD" gap_ha=0.3639 smiles=NCCN.O.O.O total_charge=0 e_homo_ha=-0.3418
N -1.207 -0.406 -1.583
C -0.665 -0.779 -0.254
C 0.790 -1.233 -0.160
N 1.445 -0.566 1.013
H -2.127 -0.085 -1.346
H -1.126 -1.172 -2.218
H -1.265 -1.567 0.243
H -0.771 0.104 0.412
H 0.746 -2.299 0.179
H 1.390 -1.276 -1.057
H 2.402 -0.845 0.887
H 1.149 0.340 1.328
H 0.297 -2.249 2.139
H -1.168 -2.432 2.457
O -0.435 -2.875 2.017
H -0.436 2.839 1.592
H 0.047 3.335 0.227
O 0.320 3.236 1.149
H 0.567 2.011 -2.942
H -0.179 1.324 -1.865
O -0.120 2.206 -2.293

***

Q) 21
Properties=species:S:1:pos:R:3 method="wB97M-V/def2-TZVPD" gap_ha=0.3606 smiles=NCCN.O.O.O total_charge=0 e_homo_ha=-0.3421
N 0.097 0.821 2.305
C -0.333 0.036 1.139
C -0.663 0.801 -0.115
N -1.115 -0.144 -1.168
H 0.539 1.712 2.098
H 0.713 0.266 2.884
H -1.287 -0.426 1.411
H 0.353 -0.801 0.964
H -1.511 1.450 0.124
H 0.142 1.414 -0.546
H -1.218 0.393 -2.016
H -0.341 -0.782 -1.329
H -2.617 -0.900 -0.417
H -4.107 -0.813 -0.075
O -3.300 -1.267 0.210
H 2.211 -0.885 -3.105
H 2.366 -0.382 -1.696
O 1.728 -0.811 -2.275
H 3.239 0.290 1.187
H 2.229 1.082 0.333
O 3.094 0.638 0.304

***

R) 21
Properties=species:S:1:pos:R:3 method="wB97M-V/def2-TZVPD" gap_ha=0.3319 smiles=CNCN.O.O.O total_charge=0 e_homo_ha=-0.3135
C -2.515 -0.056 -0.243
N -0.985 0.222 -0.119
C -0.735 1.298 -1.206
N 0.464 1.983 -0.874
H -2.891 -0.978 0.251
H -3.208 0.731 0.026
H -2.707 -0.312 -1.304
H -0.727 0.680 0.907
H -1.565 2.163 -1.014
H -0.765 0.813 -2.225
H 0.553 2.283 0.075
H 1.282 1.509 -1.227
H 0.214 0.333 2.671
H 0.912 1.720 2.165
O 0.757 0.728 1.940
H 1.820 -0.791 -1.989
H 1.437 -2.387 -2.028
O 2.026 -1.682 -1.791
H 0.889 -1.559 1.139
H 0.746 -2.983 1.657
O 0.613 -2.061 1.918

***

The calculated energies rank the structures as follows, beginning with the most stable: Q), P), R).

***

P) 20
Properties=species:S:1:pos:R:3 method="wB97M-V/def2-TZVPD" gap_ha=0.3259 total_charge=0 e_homo_ha=-0.2981
C -1.213 1.436 -0.362
C -0.222 0.401 -0.889
C -1.611 -1.222 0.322
C 1.904 -1.429 -0.377
C 1.583 0.698 0.989
H -2.232 1.160 0.354
H -1.479 2.056 -1.190
H -0.604 2.365 0.339
H 0.820 0.920 -0.979
H -0.650 0.350 -1.980
H -1.496 -2.080 0.901
H -2.381 -0.667 0.844
H -1.985 -1.684 -0.742
H 2.213 -2.431 -0.857
H 1.084 -0.183 1.529
H 0.687 1.415 0.713
H 2.480 1.062 1.747
N -0.314 -0.692 0.094
N 0.648 -1.645 -0.166
S 2.767 0.172 -0.290

***

Q) 20
Properties=species:S:1:pos:R:3 method="wB97M-V/def2-TZVPD" gap_ha=0.3619 smiles=C[C@]1(N)CN[C@@H]1CS total_charge=0 e_homo_ha=-0.3401
C 0.605 1.462 -0.812
C 0.843 0.041 -0.234
C 0.528 -1.325 -0.952
C -0.190 -0.399 0.837
C -1.350 0.440 0.896
H -0.419 1.551 -1.386
H 0.322 2.165 0.177
H 1.710 2.035 -1.286
H 2.131 -0.922 0.787
H 2.091 0.463 1.627
H -0.005 -1.038 -1.767
H 1.255 -2.066 -1.465
H -1.239 -2.069 -0.006
H 0.178 -0.441 1.927
H -1.129 1.598 0.837
H -2.072 0.398 1.795
H -2.248 -0.194 -1.482
N 2.225 0.048 0.433
N -0.275 -1.714 0.250
S -2.961 -0.031 -0.176

***

The calculated energies rank the structures as follows, beginning with the most stable: Q), P).

***

P) 31
Properties=species:S:1:pos:R:3 method="wB97M-V/def2-TZVPD" gap_ha=0.3225 smiles="CCCCNc1ccc(C(=O)OC)nc1" total_charge=0 e_homo_ha=-0.2953
C -1.751 2.002 0.486
C -2.620 0.872 1.050
C -3.617 0.264 0.085
C -3.056 -0.638 -1.044
C -0.648 -1.102 -0.488
C 0.183 -1.742 0.444
C 1.490 -1.261 0.603
C 1.944 -0.266 -0.222
C -0.149 0.051 -1.177
C 3.393 0.251 -0.355
C 5.704 -0.011 0.268
H -0.987 2.238 1.210
H -1.309 1.931 -0.494
H -2.341 2.918 0.432
H -2.102 0.052 1.522
H -3.154 1.322 1.912
H -4.338 1.033 -0.326
H -4.350 -0.386 0.660
H -2.693 -0.163 -1.964
H -3.866 -1.263 -1.451
H -2.210 -2.227 0.076
H -0.132 -2.542 1.122
H 2.091 -1.725 1.378
H -0.770 0.449 -1.964
H 6.362 -0.616 0.947
H 5.792 1.053 0.460
H 6.114 -0.189 -0.756
N -1.980 -1.481 -0.611
N 1.086 0.433 -1.074
O 3.609 1.196 -1.079
O 4.307 -0.453 0.346

***

Q) 31
Properties=species:S:1:pos:R:3 method="wB97M-V/def2-TZVPD" gap_ha="0.3017 / 0.3017" smiles="CCOC=C=C=NN=C=C(CC)OCC" total_charge=0 e_homo_ha="-0.2992 / -0.2992"
C 0.736 -0.501 -2.712
C 0.892 -2.397 -0.706
C 0.154 1.730 -1.693
C 0.164 0.488 -2.175
C 3.106 -0.988 1.647
C -2.627 3.222 -0.008
C -1.838 -2.036 0.319
C 2.336 -2.180 1.257
C -1.081 3.323 -0.348
C -1.056 -0.808 0.788
C 1.091 -1.825 0.477
N 1.066 -1.683 -2.846
N 0.732 -2.591 -1.922
O -0.355 2.067 -0.474
O 0.201 -1.170 1.276
H 0.156 2.605 -2.374
H 3.989 -1.104 2.375
H 3.412 -0.311 0.876
H 2.675 -0.267 2.370
H -2.839 2.689 0.926
H -2.928 4.324 -0.031
H -3.235 2.856 -0.886
H -1.044 -2.847 0.372
H -2.616 -2.363 1.078
H -2.108 -1.991 -0.695
H 2.094 -2.883 2.053
H 2.891 -2.696 0.603
H -0.616 3.744 0.533
H -1.016 3.908 -1.318
H -1.523 -0.151 1.419
H -0.812 -0.164 -0.183

***

The calculated energies rank the structures as follows, beginning with the most stable: P), Q).

***

P) 28
Properties=species:S:1:pos:R:3 method="wB97M-V/def2-TZVPD" gap_ha=0.3745 total_charge=+1 e_homo_ha=-0.5004
C -0.354 2.606 0.621
C -1.506 1.930 0.462
C 0.799 1.858 1.157
C -1.669 0.618 1.166
C 0.405 -0.746 -2.408
C 1.167 -1.890 -1.733
C -0.772 -0.463 -1.353
C 1.063 -1.670 -0.196
C -0.488 -0.271 0.998
N 1.834 1.446 0.630
N 0.048 -0.807 2.154
N -0.130 -0.813 -0.135
H -0.306 3.671 0.201
H -2.446 2.365 0.169
H 0.482 1.539 2.146
H -1.796 0.686 2.246
H -2.609 -0.029 0.819
H 0.983 0.233 -2.577
H -0.211 -1.224 -3.238
H 0.622 -2.865 -1.854
H 2.179 -1.915 -2.097
H -1.211 0.494 -1.350
H -1.562 -1.130 -1.498
H 0.949 -2.575 0.291
H 1.829 -1.233 0.364
H 0.958 -1.151 2.322
H -0.363 -0.530 3.033
H 2.106 1.863 -0.342

***

Q) 28
Properties=species:S:1:pos:R:3 method="wB97M-V/def2-TZVPD" gap_ha=0.3522 total_charge=+1 e_homo_ha=-0.4537
C 0.088 -0.235 2.681
C 0.254 1.592 0.954
C -0.495 0.556 1.558
C -0.355 2.439 0.037
C -1.799 0.368 1.185
C -1.753 2.388 -0.178
C -2.425 1.306 0.335
H 1.151 1.931 1.450
H 0.206 3.262 -0.422
H 0.463 0.385 3.498
H 0.968 -0.789 2.360
H -2.510 -0.372 1.506
H -2.158 3.083 -0.906
H -3.492 1.294 0.227
H -0.555 -0.986 3.137
C 1.392 -2.941 -0.035
C 1.004 -1.028 -1.500
N 1.363 -1.501 -0.334
N 0.698 -1.757 -2.613
N 1.072 0.302 -1.669
H 1.569 -0.887 0.433
H 0.699 -2.763 -2.674
H -0.113 -1.317 -3.042
H 1.468 1.018 -1.087
H 0.855 0.567 -2.621
H 0.659 -3.302 0.675
H 2.342 -3.081 0.508
H 1.519 -3.520 -0.939

***

The calculated energies rank the structures as follows, beginning with the most stable: Q), P).